No. 1
A molecular structure, C36H28AuCl2N4P2Se, computed with the ωB97M-V functional and the def2-TZVPD basis.

The molecular weight is 925.429 g mol⁻¹. As for the total charge: +1. For the total energy, the calculation gives -156401.70234 eV.

```
74
Properties=species:S:1:pos:R:3:forces:R:3:mulliken_charge:R:1
Au -2.03980 0.89253 -0.55701 0.1 -0.1 0.0 0.403
N 0.74136 -0.73292 -1.40794 0.0 0.0 -0.3 -0.034
P 1.56430 0.05267 -0.12032 0.0 0.1 0.2 0.769
C 2.96090 -1.09178 0.13799 0.0 -0.1 0.1 0.129
C 4.05317 -1.17820 -0.72353 0.0 0.0 0.0 -0.419
C 5.04963 -2.11522 -0.49571 0.0 0.0 0.0 -0.664
C 4.96626 -2.96826 0.59699 0.0 0.0 0.0 -0.537
C 3.88840 -2.88279 1.46701 0.0 0.0 0.0 -0.923
C 2.89076 -1.94526 1.24013 0.0 0.0 0.0 0.007
C 2.39478 1.43796 -0.96520 0.0 0.0 -0.1 0.132
C 3.36467 2.14628 -0.25288 0.0 0.0 0.0 -0.370
C 3.99936 3.23477 -0.82299 0.0 0.1 0.0 -0.771
C 3.66214 3.64316 -2.10940 0.0 0.0 0.0 -0.515
C 2.69029 2.95589 -2.81614 0.0 0.0 0.0 -0.654
C 2.05616 1.85623 -2.24607 0.0 0.1 0.0 -0.332
P -0.92178 -0.88413 -1.45006 0.0 0.0 0.0 0.199
C -1.26944 -1.24706 -3.18187 0.0 0.1 0.0 0.324
C -1.57905 -0.18515 -4.03230 0.0 0.0 0.0 -0.456
C -1.77995 -0.41507 -5.38353 0.0 0.0 0.0 -0.726
C -1.68032 -1.70527 -5.88741 0.0 0.0 0.0 -0.467
C -1.38119 -2.76548 -5.04345 0.0 0.0 0.0 -0.711
C -1.17601 -2.53997 -3.69085 0.0 0.0 0.0 -0.172
C -1.31051 -2.39531 -0.53243 0.0 -0.1 0.0 0.409
C -2.64285 -2.69566 -0.25232 0.0 0.0 0.0 -0.504
C -2.96151 -3.82691 0.48182 0.0 0.0 0.0 -0.784
C -1.94941 -4.66147 0.94316 0.0 0.0 0.0 -0.513
C -0.62344 -4.36852 0.66226 0.0 0.0 0.0 -0.800
C -0.30170 -3.23695 -0.07584 0.0 0.0 0.0 -0.141
H 1.26062 -1.17277 -2.15974 0.0 0.0 0.0 0.411
H 4.13155 -0.50064 -1.56626 0.0 0.0 0.0 0.408
H 5.89644 -2.17580 -1.16683 0.0 0.0 0.0 0.428
H 5.74829 -3.69482 0.77486 0.0 0.0 0.0 0.392
H 3.83133 -3.53717 2.32730 0.0 0.0 0.0 0.469
H 2.05459 -1.86649 1.92737 0.0 0.0 0.0 0.370
H 3.63449 1.83298 0.75103 0.0 0.0 0.0 0.482
H 4.75842 3.76963 -0.26708 0.0 0.0 0.0 0.424
H 4.15760 4.49601 -2.55391 0.0 0.0 0.0 0.394
H 2.42200 3.27103 -3.81626 0.0 0.0 0.0 0.432
H 1.29341 1.32943 -2.80715 0.0 0.0 0.0 0.354
H -1.66614 0.81764 -3.62982 0.0 0.0 0.0 0.295
H -2.02047 0.40811 -6.04278 0.0 0.0 0.0 0.408
H -1.84360 -1.88624 -6.94157 0.0 0.0 0.0 0.394
H -1.31228 -3.77013 -5.43849 0.0 0.0 0.0 0.424
H -0.95330 -3.37100 -3.03189 0.0 0.0 0.0 0.374
H -3.43108 -2.04463 -0.61576 0.0 0.0 0.0 0.557
H -3.99632 -4.06213 0.69412 0.0 0.0 0.0 0.429
H -2.19762 -5.54321 1.51922 0.0 0.0 0.0 0.421
H 0.16421 -5.01879 1.02006 0.0 0.0 0.0 0.449
H 0.73507 -2.99875 -0.27783 0.0 0.0 0.0 0.483
Cl -3.09740 5.25863 1.19435 0.0 0.0 0.0 -0.078
C -3.94417 3.96436 1.86817 0.0 0.0 0.0 0.853
C -4.74811 4.17334 2.96041 0.0 0.1 0.0 -0.806
C -5.42866 3.09039 3.50175 0.0 0.0 0.0 -0.073
C -5.35282 1.79202 2.98909 0.0 0.0 0.0 -0.842
C -4.56185 1.55035 1.90170 0.1 0.1 -0.1 0.834
Cl -4.52067 -0.01832 1.26494 0.0 0.0 0.0 -0.030
C -3.76594 2.63053 1.26919 0.0 -0.2 0.0 -0.211
N -2.92499 2.50584 0.31943 0.0 -0.1 0.1 -0.694
H -4.84486 5.15963 3.38990 0.0 0.0 0.0 0.457
H -6.06161 3.25860 4.36508 0.0 0.0 0.0 0.408
H -5.91869 0.99233 3.44402 0.0 0.0 0.0 0.447
Se -1.09970 -1.25451 2.97705 -0.1 0.1 -0.1 0.226
N -1.33744 0.38187 2.30376 0.2 -0.1 0.3 -0.156
C -0.27179 1.08157 2.65467 -0.1 0.0 -0.2 0.601
C -0.03176 2.43868 2.25929 0.0 0.0 0.0 -0.130
C 1.12044 3.03240 2.64518 0.0 0.0 0.0 -0.563
C 2.10529 2.33996 3.43118 0.0 0.0 0.0 -0.684
C 1.92952 1.05730 3.82063 0.0 0.0 0.0 -0.582
C 0.72431 0.38118 3.43903 0.0 0.2 -0.1 0.570
N 0.45666 -0.87299 3.72645 -0.1 -0.2 0.0 -0.806
H -0.75417 2.95444 1.63814 0.0 0.0 0.0 0.260
H 1.32227 4.05217 2.34363 0.0 0.0 0.0 0.452
H 3.00847 2.86815 3.70770 0.0 0.0 0.0 0.409
H 2.66524 0.52167 4.40457 0.0 0.0 0.0 0.463
```
Forces are in eV/Å.



No. 2
A molecular structure, C36H28BCoF4OP2S at a distorted geometry, computed with the ωB97M-V functional and the def2-TZVPD basis.

The molecular weight is 716.371 g mol⁻¹. As for the total charge: +2. For the total energy, the calculation gives -118409.61726 eV.

```
74
Properties=species:S:1:pos:R:3:forces:R:3:mulliken_charge:R:1
Co -1.15040 -0.40796 0.46245 0.4 -1.1 1.1 0.125
O 0.76838 -2.22359 2.66180 -0.4 0.3 -0.5 -0.753
S 0.62159 -1.64087 1.33691 -0.2 0.5 -0.3 1.715
C 0.81867 -2.88180 0.09500 -0.2 0.0 0.1 -0.143
C 1.29777 -4.12627 0.45417 0.0 0.0 0.0 -0.453
C 1.37829 -5.09730 -0.54038 0.0 0.0 -0.1 -0.831
C 0.96634 -4.81509 -1.83790 0.0 0.0 0.1 -0.725
C 0.46739 -3.55852 -2.17115 0.0 -0.1 0.0 -0.381
C 0.39246 -2.57791 -1.19486 0.1 0.1 0.0 -0.637
P -0.24564 -0.93100 -1.54068 0.1 0.6 0.4 1.423
C 1.03024 0.07213 -2.28459 0.1 0.1 0.0 0.944
C 2.27320 -0.44925 -2.63309 0.0 0.0 0.0 -0.654
C 3.20815 0.37088 -3.25000 0.0 0.0 0.0 -0.743
C 2.90904 1.70260 -3.50508 0.0 0.0 0.0 -0.631
C 1.67253 2.22784 -3.14348 0.0 0.0 0.0 -1.055
C 0.73473 1.41538 -2.53178 0.0 0.0 -0.1 -0.667
C -1.61981 -1.09566 -2.65597 -0.2 0.1 0.0 0.711
C -1.56105 -0.59752 -3.96046 0.0 -0.1 0.0 -0.285
C -2.66623 -0.73319 -4.78320 0.0 0.0 0.0 -0.755
C -3.82389 -1.33506 -4.30477 0.0 0.0 0.0 -0.542
C -3.88437 -1.82627 -3.00388 0.0 0.0 0.0 -0.811
C -2.78405 -1.70883 -2.17326 0.0 -0.1 -0.1 -0.410
C 1.93001 -0.47957 1.00509 0.0 0.0 0.1 0.746
C 3.20629 -0.90769 0.70182 0.1 -0.1 0.0 -0.519
C 4.18193 0.05155 0.44868 0.0 0.1 0.0 -0.937
C 3.87045 1.40344 0.51142 0.0 0.0 0.0 -0.867
C 2.58262 1.82226 0.84039 0.1 -0.1 0.1 -1.056
C 1.60658 0.87325 1.10926 0.1 0.2 -0.1 -0.188
P -0.09735 1.29432 1.51160 0.3 -0.5 -0.8 2.435
C -0.38087 3.02835 1.26893 -0.3 0.0 -0.2 0.148
C -0.52950 3.53892 -0.02562 0.0 0.0 0.1 0.205
C -0.69680 4.89851 -0.20699 0.0 0.0 0.0 -0.798
C -0.72457 5.74236 0.89936 0.0 0.0 0.0 -0.630
C -0.59080 5.23292 2.18495 0.0 0.0 0.0 -0.778
C -0.43278 3.87050 2.38308 0.0 0.0 -0.1 -0.583
C -0.43353 0.83400 3.18825 -0.1 -0.1 0.1 0.688
C 0.60520 0.61982 4.09953 0.0 0.1 -0.1 0.018
C 0.29469 0.28562 5.40306 0.0 0.0 0.1 -0.835
C -1.03309 0.13616 5.78611 -0.1 0.0 0.0 -0.509
C -2.06713 0.33390 4.87503 0.0 -0.1 0.1 -0.904
C -1.77311 0.68793 3.57197 0.1 0.0 0.0 -0.355
H 1.58070 -4.33014 1.48007 0.0 0.0 0.0 0.632
H 1.74657 -6.08427 -0.29239 0.0 0.0 0.0 0.482
H 1.01312 -5.58643 -2.59580 0.0 0.0 0.0 0.487
H 0.12152 -3.35322 -3.17800 0.0 0.0 0.0 0.576
H 2.51239 -1.48856 -2.43961 0.0 0.0 0.0 0.445
H 4.16832 -0.03526 -3.54009 0.0 0.0 0.0 0.475
H 3.63913 2.33343 -3.99658 0.0 0.0 0.0 0.446
H 1.44101 3.26473 -3.35083 0.0 0.0 0.0 0.488
H -0.23999 1.81616 -2.27221 0.1 -0.2 -0.2 1.104
H -0.66088 -0.12818 -4.33433 0.0 0.0 0.0 0.440
H -2.62396 -0.36794 -5.80142 0.0 0.0 0.0 0.452
H -4.68739 -1.42247 -4.95298 0.0 0.0 0.0 0.427
H -4.78794 -2.29420 -2.63438 0.0 0.0 0.0 0.497
H -2.83322 -2.10570 -1.16351 0.0 0.0 0.0 0.106
H 3.44041 -1.96517 0.64630 0.0 0.1 0.0 0.565
H 5.18548 -0.26190 0.19086 0.0 0.0 0.0 0.477
H 4.63699 2.14285 0.31266 0.0 0.0 0.0 0.478
H 2.34951 2.87788 0.90546 0.0 0.0 0.0 0.561
H -0.51309 2.87492 -0.88110 0.0 0.2 0.3 0.104
H -0.81500 5.30462 -1.20281 0.0 0.0 0.0 0.482
H -0.86291 6.80635 0.75694 0.0 0.0 0.0 0.423
H -0.61746 5.89737 3.03796 0.0 0.0 0.0 0.456
H -0.34316 3.47043 3.38481 0.0 0.0 0.0 0.476
H 1.64026 0.72226 3.79663 0.0 0.0 0.0 0.474
H 1.08822 0.13177 6.12251 0.0 0.0 0.0 0.471
H -1.26573 -0.14115 6.80688 0.0 0.0 0.0 0.436
H -3.09751 0.20127 5.17762 0.0 0.0 0.0 0.486
H -2.57719 0.84072 2.86105 0.0 0.0 0.0 0.538
F -2.66677 -1.11516 1.08869 0.0 0.2 -0.1 -1.214
B -4.05915 -2.73850 1.74970 0.2 0.2 0.0 0.684
F -3.91370 -2.41921 3.02655 -0.1 -0.2 -0.2 -0.199
F -3.25362 -3.64698 1.19777 -0.2 0.1 0.1 -0.232
F -5.06652 -2.24965 1.04184 0.2 -0.2 0.2 -0.242
```
Forces are in eV/Å.



No. 3
A molecular structure, C36H28BF2OP2STa at a distorted geometry, computed with the ωB97M-V functional and the def2-TZVPD basis.

The molecular weight is 800.390 g mol⁻¹. As for the total charge: +4. For the total energy, the calculation gives -76870.37842 eV.

```
72
Properties=species:S:1:pos:R:3:forces:R:3:mulliken_charge:R:1
Ta -0.22372 1.39646 0.13247 0.5 0.9 -0.9 1.563
O -1.34891 0.79315 1.73012 -2.4 1.8 0.7 -0.667
S -0.27287 -0.25737 1.78908 2.0 -2.0 -0.6 1.404
C 0.83126 -0.03962 3.09448 0.7 0.4 0.2 0.331
C 0.63020 -0.52928 4.38319 0.0 0.2 -0.1 -0.435
C 1.56567 -0.20886 5.35844 0.1 0.0 0.1 -0.973
C 2.66594 0.58232 5.05865 0.0 0.0 0.0 -0.738
C 2.86722 1.08373 3.76941 -0.1 -0.1 -0.2 -0.682
C 1.95755 0.79112 2.76504 -0.4 -0.2 -0.3 0.033
P 2.18411 1.43208 1.03745 -0.1 -0.7 1.0 1.105
C 3.90298 1.51477 0.62743 0.1 -0.2 -0.2 0.523
C 4.49911 2.72733 0.26768 0.0 0.3 0.0 -0.279
C 5.84910 2.76482 -0.04365 -0.1 0.0 0.0 -0.851
C 6.60300 1.60016 -0.00068 0.0 -0.1 0.0 -0.497
C 6.01512 0.38977 0.35847 0.0 0.0 0.0 -0.810
C 4.66891 0.34195 0.66221 -0.1 -0.3 0.1 -0.573
C 1.36613 2.99200 0.74653 -0.1 0.3 0.4 0.790
C 0.25285 3.28043 1.54148 0.7 0.3 0.4 -0.990
C -0.94640 3.68418 0.93778 -0.4 -0.4 0.1 -0.372
C -1.05746 3.75234 -0.45457 -0.5 0.3 -0.5 -0.614
C 0.04981 3.49443 -1.26801 -0.4 0.1 -0.2 -0.596
C 1.25738 3.13959 -0.66895 0.3 -0.1 0.0 -0.584
C -1.00825 -1.81815 1.55114 -0.1 -0.2 -0.1 1.054
C -0.95537 -2.84286 2.47984 -0.1 -0.2 0.1 -0.866
C -1.65068 -4.02235 2.22012 0.0 0.1 -0.2 -1.051
C -2.37788 -4.14958 1.04569 0.1 0.2 0.1 -0.919
C -2.38252 -3.11537 0.10218 -0.1 -0.3 0.0 -0.161
C -1.68148 -1.94511 0.31298 0.3 0.5 -0.1 -0.745
P -1.68142 -0.57631 -0.97362 0.3 -1.0 0.4 1.614
C -3.39469 -0.17117 -1.23776 -0.2 0.4 0.0 0.821
C -4.33441 -1.07728 -1.75149 0.2 0.0 0.0 -0.254
C -5.65593 -0.70168 -1.87505 -0.1 0.0 0.0 -0.900
C -6.06002 0.57373 -1.48832 0.0 0.0 0.0 -0.640
C -5.13935 1.47498 -0.97251 0.1 0.0 0.0 -0.806
C -3.80526 1.10638 -0.84681 -0.7 -0.4 -0.3 -0.292
C -1.14735 -1.43223 -2.54647 -0.2 0.2 0.2 -0.132
C -0.24276 -2.57880 -2.58091 0.0 -0.3 -0.1 0.444
C -0.12647 -3.31198 -3.83043 0.1 0.1 0.0 -0.706
C -0.62925 -2.80700 -5.00715 0.0 0.0 0.1 -0.740
C -1.34356 -1.61412 -4.95241 0.0 0.0 -0.1 -0.553
C -1.62323 -0.95080 -3.73557 -0.1 0.2 0.0 -0.729
H -0.24263 -1.10623 4.66011 0.0 0.0 -0.1 0.692
H 1.42702 -0.57586 6.36752 0.0 0.0 0.0 0.480
H 3.37669 0.81870 5.84097 0.0 0.0 0.0 0.491
H 3.73716 1.68818 3.54502 0.0 0.0 0.1 0.595
H 3.93122 3.64989 0.26924 0.0 0.0 0.0 0.417
H 6.31682 3.70453 -0.30492 0.0 0.0 0.0 0.466
H 7.65819 1.63509 -0.23989 0.0 0.0 0.0 0.449
H 6.61524 -0.50927 0.40103 0.0 0.0 0.0 0.458
H 4.21870 -0.60559 0.94193 0.0 0.0 0.0 0.416
H 0.26159 3.06681 2.60393 0.1 0.1 0.0 0.559
H -1.80747 3.89232 1.56297 0.0 -0.1 -0.1 0.481
H -2.00133 4.03068 -0.90937 0.0 0.0 0.0 0.523
H -0.02423 3.57274 -2.34449 -0.1 0.0 0.0 0.581
H 2.10926 2.88544 -1.29128 0.0 0.0 0.0 0.541
H -0.38896 -2.76071 3.39661 0.0 0.1 -0.1 0.517
H -1.62841 -4.82794 2.94152 0.0 0.0 0.0 0.475
H -2.93577 -5.05675 0.85235 0.0 0.0 0.0 0.493
H -2.94381 -3.24877 -0.81443 0.0 -0.1 0.1 0.241
H -4.04254 -2.07259 -2.06635 0.0 0.1 -0.1 0.303
H -6.37927 -1.40143 -2.27172 0.0 0.0 0.0 0.475
H -7.09898 0.86005 -1.59012 0.0 0.0 0.0 0.463
H -5.46371 2.46137 -0.66972 0.0 0.0 0.0 0.476
H -3.11466 1.80695 -0.42967 0.4 0.4 0.2 0.121
H -0.24433 -3.21594 -1.69386 0.0 0.0 0.0 0.220
H 0.42939 -4.24456 -3.81797 0.0 0.0 0.0 0.586
H -0.49257 -3.32910 -5.94525 0.0 0.0 0.0 0.533
H -1.74189 -1.19513 -5.87100 0.0 0.0 0.0 0.503
H -2.26743 -0.07807 -3.75689 0.0 -0.1 0.0 0.562
F 1.78682 -1.16318 -3.43196 -0.3 -0.2 0.1 -0.204
B 1.19366 -1.76816 -2.44187 0.3 0.0 -0.2 0.522
F 1.67910 -1.67923 -1.22998 0.0 0.1 0.3 0.035
```
Forces are in eV/Å.